Record 1
{
  "formula": "C2H6FOP",
  "method": "ωB97M-V with the def2-TZVPD basis set",
  "charge": 0,
  "de_lowest_kj_mol": 645.1,
  "gap_ev": [5.2, 5.5],
  "elements": ["C", "C", "O", "F", "P", "H", "H", "H", "H", "H", "H"],
  "coordinates": [[1.1521, -0.6531, 0.5395], [0.8818, 0.5106, -0.5309], [0.0124, 1.4254, -0.0977], [-2.4639, -0.7791, -0.5814], [-2.6788, 0.2051, 0.6963], [0.6565, -1.4832, 0.1661], [2.2872, -0.8530, 0.6731], [0.7955, -0.6539, 1.5624], [0.4101, -0.0770, -1.3647], [1.7496, 0.8980, -1.1470], [-2.8025, 1.4602, 0.0843]],
  "atomic_forces_ev_per_a": [[3.44, 1.34, -0.07], [-0.97, -2.54, 0.10], [-1.36, 0.82, 0.77], [-0.48, 1.12, 0.95], [2.36, -0.61, -1.11], [-0.46, -1.98, -1.03], [-1.78, 0.01, -0.51], [-0.32, 1.37, 0.20], [0.03, 0.14, 0.01], [-0.27, 0.20, 1.28], [-0.19, 0.12, -0.60]]
}

Record 2
{
  "formula": "C23H43Cl2IN3O4SiV",
  "method": "ωB97M-V with the def2-TZVPD basis set",
  "multiplicity": 4,
  "charge": -1,
  "gap_ev": [4.7, 6.5],
  "s_squared": 3.766,
  "elements": ["C", "C", "H", "H", "H", "C", "C", "H", "H", "H", "H", "V", "Cl", "C", "O", "N", "C", "C", "H", "H", "H", "H", "H", "H", "H", "H", "H", "C", "C", "N", "H", "C", "O", "H", "H", "H", "H", "H", "H", "C", "C", "N", "H", "C", "O", "H", "H", "H", "H", "O", "C", "C", "C", "H", "C", "H", "C", "H", "C", "C", "H", "H", "H", "Si", "Cl", "C", "C", "C", "H", "H", "H", "H", "H", "H", "H", "H", "H", "I"],
  "coordinates": [[2.1695, -0.7026, -5.0898], [1.7890, 0.1780, -3.9514], [2.4248, -0.0459, -5.9121], [1.3590, -1.3705, -5.4464], [3.0183, -1.3522, -4.8233], [1.3366, 1.4461, -4.1348], [1.6298, 2.1612, -5.3837], [1.0077, 2.0787, -3.3168], [0.8751, 2.1368, -6.1804], [2.6099, 1.8551, -5.7487], [1.8198, 3.1860, -5.0667], [-1.0011, -1.3600, 2.2641], [-3.0527, -2.1125, 1.5518], [1.9143, -0.1344, 3.1844], [0.8690, -0.2388, 2.5116], [2.2117, 1.0419, 3.7546], [1.2693, 2.1499, 3.6165], [3.4917, 1.3057, 4.3726], [2.6024, -0.9698, 3.3712], [0.2236, 1.7868, 3.6317], [1.4541, 2.7017, 2.6706], [1.4534, 2.8400, 4.4517], [3.8851, 0.3619, 4.7451], [3.3376, 2.0243, 5.1838], [4.1880, 1.7506, 3.6453], [-4.3915, -1.3648, 6.3391], [-3.5919, -3.6869, 6.1535], [-3.9443, -1.0644, 5.3938], [-3.3232, -3.4625, 5.1145], [-2.9359, -2.0560, 5.0675], [-3.4372, -0.1177, 5.6077], [-1.8102, -1.6910, 4.4596], [-1.5734, -0.5480, 3.9544], [-2.4392, -4.0758, 4.8848], [-1.0271, -2.5043, 4.4052], [-4.7108, -0.9120, 4.6149], [-4.1350, -3.6947, 4.3977], [-2.1638, 1.4585, -2.0987], [-0.6632, 3.5889, -2.1463], [-2.5703, 1.8965, -1.1712], [-1.0366, 3.8050, -1.1326], [-1.5095, 2.5975, -0.4757], [-2.9800, 1.1157, -0.5108], [-1.2011, 2.3425, 0.8228], [-1.6009, 1.3787, 1.4864], [-0.2368, 4.2772, -0.5422], [-0.5802, 3.1374, 1.2658], [-3.3561, 2.6118, -1.4638], [-1.8570, 4.5346, -1.2328], [0.0221, -0.6575, -2.8375], [1.5047, -0.6051, -2.6636], [1.2088, 1.2678, -1.0954], [1.9192, 0.1090, -1.4005], [0.3020, 1.4345, -1.6910], [1.7664, 2.2160, -0.2327], [1.9736, -1.6186, -2.6226], [3.1265, -0.1830, -0.7193], [1.2614, 3.1835, -0.1094], [3.0592, 1.9869, 0.3047], [3.6667, 0.7383, 0.1908], [3.6885, -1.0718, -0.9991], [3.5835, 2.8190, 0.7553], [4.6042, 0.5086, 0.7120], [-0.9468, -1.9369, -2.9650], [-0.2346, -1.0553, 0.3200], [-2.6728, -1.4041, -2.5970], [-1.1689, -3.3816, -1.7227], [-0.0476, -2.8206, -4.2746], [-2.8800, -0.3900, -2.9217], [-2.8163, -1.4913, -1.5253], [-3.3037, -2.1257, -3.0872], [-0.1708, -2.1341, -5.1083], [-0.5492, -3.7537, -4.5020], [1.0096, -3.0142, -4.0530], [-0.2624, -3.7028, -1.2037], [-1.4676, -4.1511, -2.4555], [-1.9824, -3.3242, -0.9872], [-0.0042, -3.7262, 2.3972]],
  "atomic_forces_ev_per_a": [[0.43, -0.01, -0.55], [-1.09, 0.31, 0.57], [0.36, -0.33, -0.43], [0.60, 0.69, 0.41], [-0.14, 0.22, -0.18], [1.49, -1.80, 0.70], [0.55, 1.13, -0.39], [-0.08, -0.44, -0.08], [0.15, -0.01, 0.17], [-0.20, -0.15, -0.48], [-0.34, 0.42, -0.46], [-0.38, 0.69, 0.47], [-1.37, -0.18, -0.10], [-2.35, 0.19, -1.09], [2.11, 0.01, 2.12], [-0.03, 0.32, 0.23], [0.00, 0.20, -0.24], [-0.20, 0.13, -0.40], [-0.03, 0.04, -0.06], [0.63, 0.08, -0.09], [-0.18, -0.31, 0.39], [-0.16, -0.17, -0.17], [0.23, 0.11, 0.11], [0.19, -0.28, 0.04], [0.01, -0.10, 0.22], [-0.38, -0.15, -0.01], [-0.37, -0.15, -0.20], [0.29, 0.22, 0.07], [0.57, 0.12, 0.27], [-1.12, 0.09, 0.04], [-0.11, -0.09, -0.37], [1.48, -0.40, -0.72], [-0.52, 0.07, 2.39], [-0.33, 0.20, -0.20], [-0.73, 0.80, 0.40], [0.32, -0.16, 0.20], [0.42, 0.17, 0.37], [-0.18, -0.06, 0.39], [0.00, -0.05, 0.32], [0.12, -0.39, -0.10], [-0.18, 0.13, 0.28], [-0.11, 0.64, 0.02], [0.26, 0.22, -0.36], [-1.04, -1.58, 1.00], [0.49, 1.93, -0.99], [-0.35, -0.16, -0.27], [0.22, -0.11, -0.02], [0.10, -0.14, 0.18], [0.14, -0.12, -0.03], [2.07, 1.22, 1.54], [-1.59, 0.01, -0.18], [0.43, 0.32, 0.16], [0.81, 0.59, 0.04], [0.31, -0.08, 0.92], [0.72, -0.26, -0.61], [-0.51, 0.59, -0.45], [-0.89, 0.36, -0.55], [0.55, -0.53, 0.08], [-1.06, 0.01, 0.09], [-0.11, 0.01, -0.69], [-0.19, -0.04, 0.26], [-0.06, -0.08, 0.49], [-0.31, 0.21, -0.34], [-0.24, -2.26, 3.93], [0.67, 0.21, -4.19], [-0.09, 1.10, -1.38], [0.53, -0.24, -0.35], [-0.84, -0.50, -1.49], [-0.52, 0.10, -0.23], [0.25, 0.09, 0.12], [-0.72, -0.16, -0.22], [0.32, -0.39, -0.62], [0.07, -0.28, -0.25], [-0.44, 0.21, 0.06], [-0.06, -0.19, -0.06], [0.12, -0.33, 0.28], [0.45, 0.32, -0.10], [1.09, -1.81, 0.34]]
}

Record 3
{
  "formula": "C5H10ClNO2",
  "method": "ωB97M-V with the def2-TZVPD basis set",
  "charge": 0,
  "de_lowest_kj_mol": 459.7,
  "gap_ev": [8.1, 8.2],
  "elements": ["C", "C", "C", "C", "C", "N", "O", "O", "Cl", "H", "H", "H", "H", "H", "H", "H", "H", "H", "H"],
  "coordinates": [[0.1613, -1.0778, -0.4239], [2.6245, -1.4122, -0.1434], [1.3580, 0.3802, 1.0109], [-2.2366, 1.4184, -1.1955], [-1.9877, 0.3470, 0.8770], [1.2855, -0.7672, 0.1554], [-0.2436, -1.8730, -1.2006], [-2.0000, 1.4468, 0.1804], [-3.3305, -0.8314, 0.6239], [2.4774, -2.3346, -0.6984], [3.3252, -0.6623, -0.6939], [3.2450, -1.6690, 0.7974], [2.3271, 0.7654, 1.0998], [0.7225, 1.2313, 0.5507], [1.0124, 0.1104, 2.0087], [-1.2884, 1.1179, -1.5841], [-2.4255, 2.4577, -1.6696], [-3.1316, 0.7364, -1.5747], [-1.8950, 0.6162, 1.8797]],
  "atomic_forces_ev_per_a": [[-1.78, 0.67, 0.36], [1.26, 1.04, 0.57], [-2.68, 1.49, -0.31], [-1.67, 0.34, -2.47], [-0.26, -2.07, -1.05], [3.07, -0.72, -0.16], [0.35, -0.69, -0.47], [-1.19, 2.11, -0.41], [0.58, 0.50, 0.14], [-0.04, 0.19, -0.19], [-1.46, -1.30, 0.56], [-1.49, 0.39, -1.10], [1.62, 0.26, -0.10], [0.84, -1.38, 1.07], [-0.18, 0.31, 0.06], [0.47, -0.76, -1.00], [0.18, -1.42, 1.53], [2.03, 1.20, 1.19], [0.33, -0.16, 1.76]]
}

Record 4
{
  "formula": "C7H14BrN2O",
  "method": "ωB97M-V with the def2-TZVPD basis set",
  "smiles": "CC1(C)[NH2+]C(C)(C)N(Br)C1=O",
  "charge": 1,
  "de_lowest_kj_mol": 0.0,
  "gap_ev": 9.4,
  "elements": ["C", "C", "C", "N", "C", "C", "C", "N", "Br", "C", "O", "H", "H", "H", "H", "H", "H", "H", "H", "H", "H", "H", "H", "H", "H"],
  "coordinates": [[1.3286, 2.0048, 1.1349], [0.5337, 1.1380, 0.1094], [1.3478, 1.3083, -1.2226], [0.5969, -0.4416, 0.4276], [-0.7061, -1.0705, 0.0170], [-1.1027, -2.1289, 1.1257], [-0.5347, -1.6356, -1.4891], [-1.5852, 0.1350, 0.0950], [-3.5227, -0.2346, 0.1216], [-0.9923, 1.3626, 0.0464], [-1.5376, 2.4368, 0.0312], [2.4198, 1.7315, 1.1233], [0.9222, 2.0752, 2.1932], [1.2230, 2.9911, 0.7218], [0.6197, 1.3009, -2.0456], [2.1963, 0.5582, -1.1996], [1.8358, 2.2970, -1.2566], [1.3794, -0.9369, 0.0416], [0.5568, -0.5968, 1.4324], [-0.8119, -1.7511, 2.1114], [-0.4987, -2.9769, 0.8754], [-2.1712, -2.4116, 1.0208], [0.1368, -0.9168, -1.9625], [-1.5882, -1.5743, -1.9679], [-0.0457, -2.6636, -1.4848]],
  "atomic_forces_ev_per_a": [[-0.59, -0.90, 1.04], [2.20, -0.68, 0.04], [-0.41, 0.08, 0.46], [-1.39, 1.36, 0.97], [-1.18, -0.43, -0.70], [0.12, 0.96, -1.82], [-1.30, 0.22, 1.53], [-1.30, -1.93, -0.14], [2.29, 0.96, -0.21], [-0.40, 0.61, 0.27], [0.59, -0.53, -0.12], [-1.12, 0.18, 0.07], [0.44, -0.48, -1.27], [0.08, 0.57, -0.05], [0.79, -0.55, -0.23], [-1.16, 0.71, -0.63], [-0.36, -0.41, 0.15], [0.64, -0.07, -0.32], [0.74, 0.41, 0.27], [-0.54, -0.10, -0.01], [0.27, -0.81, 0.22], [0.82, 0.28, 0.35], [-0.24, -0.21, -0.39], [1.97, -0.50, 0.61], [-0.95, 1.26, -0.09]]
}